Formula: C34H50BrClF5N4O5PSiSrTe
Source: OMol25
Level of theory: ωB97M-V/def2-TZVPD

The maximum force is 0.47 eV Å⁻¹. The calculation puts the energy above the lowest of the compared OMol25 structures with the same formula, charge and spin at 0.0 kcal per mole. The HOMO-LUMO gap is 5.66 eV. The value obtained for the energy is -173723.7671 eV.

```
! wB97M-V def2-TZVPD RIJCOSX def2/J DEFGRID3
* xyz -2 1
C -4.5381 -2.6181 -3.9528
H -0.2646 5.4907 -0.5455
C -2.7488 -1.7317 2.2682
H -1.2409 2.2580 -2.5322
H 1.5628 1.7683 4.5277
H -4.5018 -1.2676 -0.8777
H 4.8567 1.7836 0.8144
C -0.5572 1.8124 -3.2448
C 1.1829 -4.9367 -1.8395
H -3.1405 1.1396 3.1853
C 0.4244 1.6872 -5.4122
F 0.0411 -6.1442 2.6859
H 3.6422 0.3372 1.9310
C 1.5660 -1.1939 -3.2492
H 0.9759 3.2329 3.7373
H 0.2964 -0.6976 4.3041
H 2.5673 1.6871 -2.0924
H -1.4229 -4.4224 0.8944
H -1.3467 4.6749 1.3355
F -1.8115 -7.0977 4.1097
C 0.8789 0.0822 -3.7101
H 2.1901 3.4035 -2.1918
H -5.4414 -2.5762 -4.5455
H 3.3566 3.9825 3.0655
F -2.7140 -5.0153 5.1916
Sr -0.0485 -0.1352 -0.2777
O -3.4956 1.3136 -2.3280
H 3.3847 5.0040 -0.4881
C -3.4469 0.5568 -1.3631
H -3.0421 -2.2989 3.1542
N 0.1472 -3.5989 -0.1833
H -0.9586 3.2292 -4.7978
H 0.3726 -6.9079 -2.1035
O 0.0698 -2.4740 0.4801
C -4.3256 -3.6498 -3.0586
O 3.1863 -2.7066 -1.2714
H 4.3449 4.3319 0.8268
H -3.6183 -1.2099 1.8663
H -2.8422 0.0584 4.5682
C -3.5677 -1.6363 -4.0381
C 0.6937 4.1176 0.8310
H -3.0237 -4.4574 -1.5538
H 0.5618 2.0691 -6.4169
C 2.4211 2.0677 2.5576
O 2.2040 -1.8444 -4.0801
H -1.3368 -6.5714 -0.2940
H -0.9896 -1.8960 4.6049
H 0.6055 6.1380 1.6282
C -0.7127 3.7761 1.3503
O -2.4321 0.2257 -0.6750
H 0.3854 1.6542 3.2094
H 1.3920 5.0941 -1.0086
H -1.6999 1.3663 4.1811
C 4.0298 4.1704 -0.2050
C 0.3081 -5.9718 -1.5653
C -2.3709 0.6182 3.7567
C -2.4434 -1.7306 -3.2297
H 1.3221 4.9800 2.7462
Cl -6.1705 0.0705 -1.8760
H 1.7283 -0.0362 -5.6507
Br -5.6045 -5.0386 -2.8770
H 0.1003 3.9167 -1.2634
H -1.1960 3.0224 0.7215
H -2.3903 -2.4194 1.5042
C 1.0855 -3.7495 -1.1405
C 0.4787 4.6810 -0.5792
C -3.1819 -3.6672 -2.2759
F -2.5300 -5.3165 2.4453
H -0.7072 3.3949 2.3713
C 2.9499 2.6878 -1.8793
C 3.5845 2.9154 3.0828
H 3.8111 2.6419 4.1248
H 2.2546 5.5570 1.3687
H -1.6820 -0.9635 -3.2630
C 1.2578 5.2532 1.6923
C 1.2672 2.1973 3.5588
P -1.4417 -0.4966 2.6304
H 5.1909 1.8176 -0.9168
C -0.7073 -4.5977 0.1052
C 3.3397 2.8155 -0.3980
N 0.0867 0.7181 -2.8439
C -0.3952 -1.3994 3.8342
C 2.8402 0.5899 2.6224
C -0.4133 2.3374 -4.5206
C 1.0747 0.5332 -5.0056
C 4.3904 1.7209 -0.1697
H 1.9531 -5.0091 -2.5945
H -4.9379 0.1190 0.1240
C -0.6440 -5.7912 -0.5757
H 3.8361 2.8453 -2.5116
H 3.1811 0.3382 3.6375
H 3.9624 0.7205 -0.2818
Si 1.7427 2.4284 0.7208
H -3.6910 -0.7830 -4.6905
H 4.4984 2.7617 2.5069
Te -1.2262 -5.3230 3.9460
N -2.2516 -2.7200 -2.3589
N 1.3379 -1.4861 -1.9627
C 1.9983 -2.5828 -1.4555
F -0.0816 -5.8407 5.4489
C -4.7004 -0.1995 -0.8881
H 4.9284 4.2296 -0.8384
H 1.9951 -0.0671 2.3937
H 0.1913 -2.1475 3.2982
*
```

Löwdin population analysis, charges in e, atoms 1 to 99: atom 1 (C): -0.13, atom 2 (H): 0.08, atom 3 (C): -0.27, atom 4 (H): 0.10, atom 5 (H): 0.08, atom 6 (H): 0.06, atom 7 (H): 0.05, atom 8 (C): -0.14, atom 9 (C): 0.02, atom 10 (H): 0.03, atom 11 (C): -0.07, atom 12 (F): -0.56, atom 13 (H): 0.05, atom 14 (C): -0.49, atom 15 (H): 0.06, atom 16 (H): 0.02, atom 17 (H): 0.05, atom 18 (H): 0.09, atom 19 (H): 0.08, atom 20 (F): -0.45, atom 21 (C): -0.22, atom 22 (H): 0.05, atom 23 (H): 0.10, atom 24 (H): 0.06, atom 25 (F): -0.58, atom 26 (Sr): 1.18, atom 27 (O): -0.02, atom 28 (H): 0.05, atom 29 (C): -0.77, atom 30 (H): 0.04, atom 31 (N): -0.13, atom 32 (H): 0.10, atom 33 (H): 0.10, atom 34 (O): -0.28, atom 35 (C): -0.68, atom 36 (O): 0.12, atom 37 (H): 0.06, atom 38 (H): 0.03, atom 39 (H): 0.04, atom 40 (C): -0.05, atom 41 (C): -0.65, atom 42 (H): 0.09, atom 43 (H): 0.10, atom 44 (C): -0.65, atom 45 (O): 0.02, atom 46 (H): 0.12, atom 47 (H): 0.03, atom 48 (H): 0.07, atom 49 (C): -0.13, atom 50 (O): -0.24, atom 51 (H): 0.02, atom 52 (H): 0.05, atom 53 (H): 0.02, atom 54 (C): -0.12, atom 55 (C): -0.05, atom 56 (C): -0.29, atom 57 (C): -0.13, atom 58 (H): 0.05, atom 59 (Cl): 0.52, atom 60 (H): 0.11, atom 61 (Br): 0.71, atom 62 (H): 0.05, atom 63 (H): 0.06, atom 64 (H): 0.01, atom 65 (C): -0.08, atom 66 (C): -0.13, atom 67 (C): -0.19, atom 68 (F): -0.56, atom 69 (H): 0.05, atom 70 (C): -0.13, atom 71 (C): -0.11, atom 72 (H): 0.07, atom 73 (H): 0.06, atom 74 (H): 0.09, atom 75 (C): -0.11, atom 76 (C): -0.14, atom 77 (P): 0.78, atom 78 (H): 0.08, atom 79 (C): -0.03, atom 80 (C): -0.65, atom 81 (N): 0.03, atom 82 (C): -0.30, atom 83 (C): -0.13, atom 84 (C): -0.05, atom 85 (C): -0.01, atom 86 (C): -0.13, atom 87 (H): 0.13, atom 88 (H): 0.06, atom 89 (C): -0.05, atom 90 (H): 0.08, atom 91 (H): 0.08, atom 92 (H): 0.07, atom 93 (Si): 0.80, atom 94 (H): 0.11, atom 95 (H): 0.05, atom 96 (Te): 1.84, atom 97 (N): 0.11, atom 98 (N): 0.02, atom 99 (C): -0.46

Formula: C34H50BrClN2O21P4S
Source: OMol25
Level of theory: ωB97M-V/def2-TZVPD

The maximum force is 8.89 eV Å⁻¹. The HOMO-LUMO gap is 6.90 eV. The value obtained for the energy is -212592.2953 eV.

```
! wB97M-V def2-TZVPD RIJCOSX def2/J DEFGRID3
* xyz 0 1
H 4.9708 2.2614 -5.0714
H -3.6602 -8.4468 6.2912
C -0.4584 4.2201 0.6076
C -3.1857 -4.1512 3.5673
H -3.8403 6.0351 4.5050
H 6.9163 -0.1228 -10.1174
H 2.1934 2.9192 -8.0063
C 0.0852 7.9716 8.0430
C 2.5099 0.0279 1.6896
H 6.5007 1.4332 -4.7414
H -4.1092 -4.3945 8.2073
C 0.4624 -2.3720 2.7587
C -4.8211 -2.8450 -0.3345
C -4.5597 -3.7293 7.4647
H 0.3279 7.0671 8.6024
C 3.1909 -3.6474 -7.2619
C -2.8789 2.3782 0.3151
H 4.0712 -4.0495 -6.7523
H -3.0584 -4.3404 2.5015
H 2.9512 1.8991 -9.2508
H 0.8560 8.1631 7.2955
C -1.3359 0.3587 0.8751
H 3.3963 -3.6034 -2.2745
C -5.1666 0.9813 -2.6191
H 3.2753 -2.5626 -7.3509
O 2.2960 -4.8278 -4.3654
P -4.1273 -5.5412 5.5851
H -0.6406 -4.2536 -6.5600
H 3.9347 -2.3313 -3.4069
C -3.6787 1.4676 -0.6787
C 0.0166 -1.8577 1.3218
H -5.6366 -3.9040 7.4169
H 3.0142 0.8001 2.3406
H 2.6474 -3.0619 4.2368
Br 1.6494 4.4599 -1.6841
H 0.8081 -2.1921 0.5867
C 1.6379 -3.4160 2.5250
O -2.8292 7.1295 5.9279
C 1.0993 0.5817 1.3338
C -2.6651 -0.4601 0.7154
H -0.0603 6.0656 2.7239
C 3.4156 -0.1730 0.4113
H 8.0808 1.1565 -10.5118
H 3.0689 -1.9001 -1.9118
C -0.4836 -4.3605 -5.4854
O -2.7177 -5.9436 5.9650
C -4.5169 1.9770 -1.7528
O -1.1977 7.8348 7.4288
O -0.8675 5.6044 6.6815
C -4.6621 -8.0830 6.0595
H 0.1178 7.6175 3.5573
C 0.9795 2.0377 1.1510
O -3.2943 3.4268 0.7442
O -4.5928 -7.0768 5.0473
O 6.2420 2.0622 -6.6724
O -3.9673 -3.9463 6.1805
H 3.1297 -4.0765 -8.2611
O 4.4966 -0.6443 0.5385
C -1.4623 1.8186 0.6892
H -0.0248 -5.3282 -5.2765
C 3.1374 2.6522 -8.4795
O -1.1882 6.2589 4.4312
P 5.5434 1.6286 -8.0655
C -3.5526 0.0042 -0.4929
C 5.6976 1.5512 -5.4688
S -5.5711 -3.1945 1.0442
C -3.6599 6.0304 5.5810
P -1.2248 6.9137 6.0092
P 1.9183 -3.4664 -4.9142
H -2.2316 -4.3228 4.0699
H -1.4524 -4.3171 -4.9873
C 0.0087 6.5402 3.6971
C -0.2840 2.6957 0.8184
H -5.1333 -7.6941 6.9630
H -4.3829 -2.6954 7.7578
Cl 2.7236 0.3834 -1.1644
O 4.0173 2.1303 -7.4786
N -3.9563 -2.3832 -1.0972
C 3.1479 -2.6369 -2.7159
H -5.2598 -8.9108 5.6793
O 1.8852 -2.7237 -3.3854
O -4.2085 -5.0073 4.0567
H 0.0468 8.8143 8.7326
C -5.0364 -0.4591 -2.4545
H 2.4661 -0.9020 2.3118
H 0.8805 6.1449 4.2270
H -3.2199 5.0760 5.8746
O 2.0029 -4.0015 -6.5423
H 3.5646 -2.7319 2.8606
O 1.3903 5.7698 0.7051
H -4.6148 6.1483 6.0931
N 2.8900 -3.3681 3.2904
H 5.2174 0.5829 -5.6198
H -0.7052 4.7645 1.5591
C -4.1984 -0.9743 -1.3615
H -4.6529 3.0706 -1.9093
H -0.9132 -2.3962 1.0186
O 0.3094 -3.2820 -5.0126
H -5.8261 1.3255 -3.4560
O 7.0806 1.4167 -8.7396
H -3.4875 -3.1115 3.6997
C 7.0967 0.9527 -10.0914
C 0.8506 4.9244 0.0557
H -5.5153 -1.2177 -3.1144
O 1.5520 -4.2962 1.7052
O -2.9879 -1.3360 1.4777
H -0.3911 -2.9710 3.1888
H 0.7720 -1.5444 3.4502
O 5.1800 0.1578 -8.0775
H 6.3446 1.4691 -10.6889
H -1.2824 4.4876 -0.1119
H 1.8711 2.7025 1.2770
C -0.0715 -0.3109 1.1824
H 3.5709 3.5461 -8.9326
*
```

Löwdin population analysis, charges in e, atoms 1 to 99: atom 1 (H): 0.08, atom 2 (H): 0.09, atom 3 (C): -0.10, atom 4 (C): -0.14, atom 5 (H): 0.08, atom 6 (H): 0.09, atom 7 (H): 0.09, atom 8 (C): -0.13, atom 9 (C): -0.09, atom 10 (H): 0.09, atom 11 (H): 0.08, atom 12 (C): -0.08, atom 13 (C): -0.67, atom 14 (C): -0.14, atom 15 (H): 0.09, atom 16 (C): -0.13, atom 17 (C): -0.27, atom 18 (H): 0.08, atom 19 (H): 0.08, atom 20 (H): 0.08, atom 21 (H): 0.08, atom 22 (C): 0.01, atom 23 (H): 0.09, atom 24 (C): -0.05, atom 25 (H): 0.08, atom 26 (O): -0.27, atom 27 (P): 0.66, atom 28 (H): 0.08, atom 29 (H): 0.08, atom 30 (C): -0.05, atom 31 (C): -0.11, atom 32 (H): 0.08, atom 33 (H): 0.14, atom 34 (H): 0.08, atom 35 (Br): 0.67, atom 36 (H): 0.13, atom 37 (C): -0.47, atom 38 (O): -0.27, atom 39 (C): -0.17, atom 40 (C): -0.25, atom 41 (H): 0.04, atom 42 (C): -0.70, atom 43 (H): 0.09, atom 44 (H): 0.00, atom 45 (C): -0.12, atom 46 (O): -0.26, atom 47 (C): 0.00, atom 48 (O): -0.24, atom 49 (O): -0.27, atom 50 (C): -0.13, atom 51 (H): 0.09, atom 52 (C): 0.01, atom 53 (O): 0.11, atom 54 (O): -0.24, atom 55 (O): -0.26, atom 56 (O): -0.26, atom 57 (H): 0.09, atom 58 (O): 0.07, atom 59 (C): 0.00, atom 60 (H): 0.09, atom 61 (C): -0.13, atom 62 (O): -0.26, atom 63 (P): 0.66, atom 64 (C): 0.00, atom 65 (C): -0.12, atom 66 (S): 0.77, atom 67 (C): -0.11, atom 68 (P): 0.66, atom 69 (P): 0.68, atom 70 (H): 0.08, atom 71 (H): 0.09, atom 72 (C): -0.12, atom 73 (C): -0.11, atom 74 (H): 0.08, atom 75 (H): 0.09, atom 76 (Cl): 0.70, atom 77 (O): -0.26, atom 78 (N): 0.08, atom 79 (C): -0.14, atom 80 (H): 0.09, atom 81 (O): -0.25, atom 82 (O): -0.27, atom 83 (H): 0.09, atom 84 (C): 0.00, atom 85 (H): 0.09, atom 86 (H): 0.09, atom 87 (H): 0.09, atom 88 (O): -0.27, atom 89 (H): 0.08, atom 90 (O): 0.02, atom 91 (H): 0.09, atom 92 (N): 0.09, atom 93 (H): 0.08, atom 94 (H): 0.11, atom 95 (C): -0.19, atom 96 (H): 0.12, atom 97 (H): 0.12, atom 98 (O): -0.27, atom 99 (H): 0.11